Entry from the OMol25 dataset: H10NaO9S as an isolated structure in a non-equilibrium geometry (ωB97M-V with the def2-TZVPD basis set).

Each line ends with the Mulliken charge.
Cartesian coordinates (Å):
1 Na -0.48911 0.41136 -0.47657  1.15
2 S 1.13369 -1.40636 0.73371  1.34
3 O 0.89956 -0.21575 -0.04507  -0.59
4 O 1.23942 -1.03252 2.12200  -0.87
5 O 0.07398 -2.40789 0.58711  -0.79
6 O 2.42778 -1.94651 0.36634  -0.79
7 O -2.10803 -0.68255 -0.33041  -0.63
8 H -2.26815 -1.05449 -1.19775  0.23
9 H -2.35854 -1.37725 0.27858  0.27
10 O 0.78515 1.21053 1.35871  -0.87
11 H 0.43622 1.00757 2.22663  0.29
12 H 1.09052 0.36894 1.02001  0.39
13 O -1.34170 1.35873 0.78429  -0.56
14 H -1.19784 1.93709 1.53331  0.27
15 H -2.15171 0.89320 0.99263  0.26
16 O 1.96268 0.74452 -1.12490  -0.79
17 H 1.70377 0.06579 -0.50158  0.62
18 H 2.57791 1.29413 -0.63943  0.21
19 O -0.73105 0.14890 -2.20113  -0.66
20 H -1.54566 0.06551 -2.69679  0.25
21 H -0.13887 0.61707 -2.78968  0.28

Atoms 1-3, force components in eV/Å:
Na -5.938 4.900 -1.212
S 2.363 -9.358 3.685
O -2.335 -14.197 5.897

Calculated values
- Relative energy (zero: lowest compared OMol25 entry of this formula, charge and spin): 269.36 kcal per mole
- Net charge: -1
- Calculated total energy: -33832.82154 eV
- HOMO level: -3.87 eV
- Strongest force on any atom: 15.55 eV/Å